(1)
{
  "formula": "C5H5N2",
  "method": "the ωB97M-V functional and the def2-TZVPD basis",
  "energy_ev": -8233.097,
  "gap_ev": [7.7, 7.7],
  "homo_ev": [-15.70, -15.70],
  "charge": 1,
  "elements": ["C", "C", "C", "C", "C", "N", "N", "H", "H", "H", "H", "H"],
  "positions_angstrom": [[-0.7954, 1.1342, -0.2842], [-0.0071, -0.1571, 0.0418], [-1.2182, -0.8107, 0.7007], [-2.3317, -0.0367, 0.6154], [2.1606, 0.1311, -0.6964], [-1.9670, 1.2366, -0.0777], [1.1382, -0.6051, -0.1061], [-1.2605, -1.7721, 1.2728], [-3.2077, -0.2526, 1.1296], [2.3738, -0.3468, -1.6355], [3.0929, 0.1299, -0.1482], [2.0222, 1.3492, -0.8123]],
  "forces_ev_per_a": [[-2.02, 0.85, 0.20], [-0.22, -2.17, 0.92], [-1.05, -0.41, 0.44], [3.34, -0.46, -0.30], [1.38, 3.62, -0.68], [1.90, -0.48, -0.38], [-1.94, 1.24, 0.52], [0.67, 0.93, -0.83], [-1.84, 0.42, 0.30], [0.17, 0.01, -0.66], [0.13, -0.66, 0.47], [-0.53, -2.89, 0.01]],
  "nbo_charge": [0.587, 0.159, -0.184, 0.026, -0.474, -0.279, -0.137, 0.288, 0.265, 0.269, 0.271, 0.210]
}

(2)
{
  "formula": "C5H5N2",
  "method": "the ωB97M-V functional and the def2-TZVPD basis",
  "energy_ev": -8232.295,
  "gap_ev": [7.7, 7.7],
  "homo_ev": [-14.80, -14.81],
  "charge": 1,
  "elements": ["C", "C", "C", "C", "C", "N", "N", "H", "H", "H", "H", "H"],
  "positions_angstrom": [[0.9147, -2.4601, -0.2360], [1.8419, 0.8364, 0.1067], [-1.7054, 1.3483, 0.0674], [-0.9534, 0.3598, -0.4409], [0.0234, -0.2818, 0.4011], [2.8640, 1.2986, -0.0199], [0.5242, -1.4577, 0.1283], [1.2883, -3.3567, -0.4992], [-2.3617, 1.8572, -0.6288], [-1.5456, 1.6101, 1.0603], [-1.1347, 0.1541, -1.4339], [0.2442, 0.0918, 1.4948]],
  "forces_ev_per_a": [[-1.12, 2.77, 1.19], [-5.01, -3.18, 0.49], [0.67, -1.05, -1.76], [-1.10, 0.96, 2.04], [2.58, 6.85, 2.56], [2.88, 1.43, -0.36], [1.29, -3.64, -1.38], [1.19, -2.90, -0.92], [-0.18, 0.18, 0.53], [-0.28, 0.88, 1.62], [0.33, -1.11, -2.05], [-1.27, -1.18, -1.97]],
  "nbo_charge": [0.537, 0.136, -0.159, -0.311, 0.012, -0.331, -0.209, 0.284, 0.242, 0.206, 0.249, 0.344]
}

(3)
{
  "formula": "C5H5N2O2",
  "method": "the ωB97M-V functional and the def2-TZVPD basis",
  "energy_ev": -12328.002,
  "gap_ev": [6.8, 7.9],
  "homo_ev": [-13.50, -14.26],
  "charge": 1,
  "elements": ["C", "C", "C", "C", "C", "N", "N", "O", "O", "H", "H", "H", "H", "H"],
  "positions_angstrom": [[0.0372, 1.3103, 1.5457], [0.1676, 0.3399, 0.4977], [1.1529, -0.5799, 0.3555], [1.3393, -1.7609, -0.5181], [-1.3841, 0.1003, -1.4155], [-1.6437, 1.6740, 0.2395], [-0.9800, 0.6475, -0.3130], [-1.0069, 2.0241, 1.3215], [1.7088, -1.8542, -1.6398], [0.6285, 1.4963, 2.4227], [1.9263, -0.5414, 1.1181], [1.1538, -2.6530, 0.1304], [-0.8407, -0.7186, -1.8543], [-2.2589, 0.5157, -1.8905]],
  "forces_ev_per_a": [[0.97, -1.22, -0.51], [0.15, 0.57, 0.66], [0.13, 0.76, -0.01], [-0.34, -1.12, 1.05], [-0.34, -0.25, -0.83], [-1.89, 0.48, -1.37], [1.11, 0.00, 1.21], [0.11, 0.31, 0.53], [-0.06, 0.52, -0.71], [0.06, 0.07, 0.09], [-0.07, 0.01, 0.10], [0.07, -0.13, -0.35], [0.18, -0.04, 0.08], [-0.10, 0.03, 0.05]],
  "nbo_charge": [0.210, 0.017, -0.160, 0.374, 0.021, 0.061, -0.140, -0.125, -0.416, 0.258, 0.265, 0.147, 0.238, 0.250]
}

(4)
{
  "formula": "C5H5N2O2S",
  "method": "the ωB97M-V functional and the def2-TZVPD basis",
  "energy_ev": -23174.268,
  "gap_ev": [3.7, 6.6],
  "homo_ev": [-0.15, -4.58],
  "multiplicity": 3,
  "s_squared": 2.012,
  "charge": -1,
  "elements": ["C", "C", "C", "C", "C", "N", "N", "O", "O", "S", "H", "H", "H", "H", "H"],
  "positions_angstrom": [[-0.1608, 0.9486, -1.1189], [-0.6627, -0.3023, -1.1572], [0.1326, -0.0114, 0.8601], [1.4108, 2.5940, 0.1311], [-0.7973, -2.2118, 0.5287], [0.4082, 1.1512, 0.0689], [-0.4540, -0.9664, 0.0468], [2.3669, 2.4990, 0.8448], [0.8165, 3.3773, -0.5600], [0.5400, -0.2304, 2.4394], [-0.0107, 1.4925, -1.9483], [-0.8590, -0.7219, -2.0688], [0.0140, -2.9908, 0.2679], [-0.8813, -2.0884, 1.5595], [-1.8634, -2.5392, 0.1062]],
  "forces_ev_per_a": [[1.11, -1.29, 3.72], [-0.59, -1.55, 1.36], [1.09, 2.46, 1.42], [-0.52, -0.31, 0.68], [-1.47, -2.64, -2.85], [-0.02, 0.69, -0.67], [-0.38, 0.99, -2.92], [0.22, -0.42, 0.05], [-0.03, 0.63, -0.67], [0.41, 0.02, 1.10], [0.34, 2.44, -2.38], [-0.93, -1.65, -1.82], [-1.33, 0.61, 0.43], [-0.04, -0.37, 1.86], [2.14, 0.38, 0.69]],
  "lowdin_spin": [0.081, 0.216, 0.420, 0.008, 0.036, 0.244, 0.264, 0.006, 0.006, 0.645, 0.002, 0.028, 0.022, 0.003, 0.017]
}

(5)
{
  "formula": "C5H5N2O4P",
  "method": "the ωB97M-V functional and the def2-TZVPD basis",
  "energy_ev": -25724.669,
  "gap_ev": [5.6, 5.6],
  "homo_ev": [0.25, 0.25],
  "charge": -2,
  "elements": ["C", "C", "C", "C", "C", "N", "N", "O", "O", "O", "O", "P", "H", "H", "H", "H", "H"],
  "positions_angstrom": [[0.7317, 1.6551, 0.2167], [1.3001, 0.4938, -0.2909], [-0.6185, 1.8331, -0.0603], [-0.6978, -0.1367, -1.1854], [-2.3173, -2.4071, -0.7355], [0.5298, -0.4857, -0.7601], [-1.2396, 1.0779, -0.9633], [-1.4756, -5.0344, -1.3534], [0.2933, -3.2296, -1.1899], [-0.9680, -3.9808, 0.9280], [-3.3147, -2.3758, -1.4267], [-1.1015, -3.8254, -0.5632], [1.3086, 2.3744, 0.7929], [2.3812, 0.3284, -0.2725], [-1.1979, 2.6305, 0.4248], [-2.2016, -1.6964, 0.1113], [0.3598, -2.2798, -0.9774]],
  "forces_ev_per_a": [[0.17, 0.05, 0.06], [0.21, 0.03, 0.34], [0.04, 0.37, 0.03], [-1.17, -1.25, -1.32], [-0.36, -0.20, 0.46], [1.20, 0.46, 0.14], [-0.36, 0.88, 0.83], [-0.23, 0.10, -0.38], [-0.81, -0.45, 0.09], [-0.18, 0.45, 0.02], [0.09, -0.08, -0.06], [0.96, -0.73, 0.05], [-0.07, -0.06, -0.06], [-0.10, -0.03, 0.20], [0.20, 0.01, -0.23], [-0.03, 0.10, -0.17], [0.45, 0.36, -0.01]],
  "nbo_charge": [-0.399, 0.038, 0.020, 0.098, 0.092, -0.591, -0.552, -1.194, -1.052, -1.204, -0.607, 2.245, 0.185, 0.152, 0.145, 0.106, 0.515]
}

(6)
{
  "formula": "C5H5N3",
  "method": "the ωB97M-V functional and the def2-TZVPD basis",
  "energy_ev": -9733.935,
  "gap_ev": 8.6,
  "homo_ev": -7.53,
  "elements": ["C", "C", "C", "C", "C", "H", "H", "H", "H", "H", "N", "N", "N"],
  "positions_angstrom": [[-1.8715, -0.0432, 0.0495], [-1.1469, 1.1594, 0.0310], [0.1875, 0.7328, -0.0545], [1.5301, -1.0140, 0.1126], [-1.0337, -1.0943, 0.0234], [-2.9758, -0.1971, -0.1023], [-1.1934, 2.2866, 0.2958], [1.8064, 1.9465, -0.0064], [1.8320, -2.0930, -0.1041], [-1.1467, -2.1220, -0.1403], [1.4941, 1.0436, -0.0903], [2.2778, -0.0269, 0.0730], [0.2400, -0.5783, -0.0874]],
  "forces_ev_per_a": [[-3.12, 0.05, -0.39], [2.61, 3.37, 0.55], [-1.21, 0.76, -0.22], [-1.62, -4.18, -1.67], [0.91, -0.40, -0.50], [1.31, 0.50, 0.62], [-1.23, -2.24, -0.73], [1.42, 2.01, 0.30], [-0.36, 1.78, 0.96], [-0.58, -1.13, 0.01], [-0.22, 0.67, 0.25], [3.51, 2.37, -0.04], [-1.42, -3.54, 0.87]],
  "nbo_charge": [-0.241, -0.411, 0.293, 0.158, -0.141, 0.229, 0.234, 0.398, 0.220, 0.209, -0.370, -0.240, -0.337]
}

What did the second record say?
{
  "formula": "C5H5N2",
  "method": "the ωB97M-V functional and the def2-TZVPD basis",
  "energy_ev": -8232.295,
  "gap_ev": [7.7, 7.7],
  "homo_ev": [-14.80, -14.81],
  "charge": 1,
  "elements": ["C", "C", "C", "C", "C", "N", "N", "H", "H", "H", "H", "H"],
  "positions_angstrom": [[0.9147, -2.4601, -0.2360], [1.8419, 0.8364, 0.1067], [-1.7054, 1.3483, 0.0674], [-0.9534, 0.3598, -0.4409], [0.0234, -0.2818, 0.4011], [2.8640, 1.2986, -0.0199], [0.5242, -1.4577, 0.1283], [1.2883, -3.3567, -0.4992], [-2.3617, 1.8572, -0.6288], [-1.5456, 1.6101, 1.0603], [-1.1347, 0.1541, -1.4339], [0.2442, 0.0918, 1.4948]],
  "forces_ev_per_a": [[-1.12, 2.77, 1.19], [-5.01, -3.18, 0.49], [0.67, -1.05, -1.76], [-1.10, 0.96, 2.04], [2.58, 6.85, 2.56], [2.88, 1.43, -0.36], [1.29, -3.64, -1.38], [1.19, -2.90, -0.92], [-0.18, 0.18, 0.53], [-0.28, 0.88, 1.62], [0.33, -1.11, -2.05], [-1.27, -1.18, -1.97]],
  "nbo_charge": [0.537, 0.136, -0.159, -0.311, 0.012, -0.331, -0.209, 0.284, 0.242, 0.206, 0.249, 0.344]
}

Repeat the fourth record exactly.
{
  "formula": "C5H5N2O2S",
  "method": "the ωB97M-V functional and the def2-TZVPD basis",
  "energy_ev": -23174.268,
  "gap_ev": [3.7, 6.6],
  "homo_ev": [-0.15, -4.58],
  "multiplicity": 3,
  "s_squared": 2.012,
  "charge": -1,
  "elements": ["C", "C", "C", "C", "C", "N", "N", "O", "O", "S", "H", "H", "H", "H", "H"],
  "positions_angstrom": [[-0.1608, 0.9486, -1.1189], [-0.6627, -0.3023, -1.1572], [0.1326, -0.0114, 0.8601], [1.4108, 2.5940, 0.1311], [-0.7973, -2.2118, 0.5287], [0.4082, 1.1512, 0.0689], [-0.4540, -0.9664, 0.0468], [2.3669, 2.4990, 0.8448], [0.8165, 3.3773, -0.5600], [0.5400, -0.2304, 2.4394], [-0.0107, 1.4925, -1.9483], [-0.8590, -0.7219, -2.0688], [0.0140, -2.9908, 0.2679], [-0.8813, -2.0884, 1.5595], [-1.8634, -2.5392, 0.1062]],
  "forces_ev_per_a": [[1.11, -1.29, 3.72], [-0.59, -1.55, 1.36], [1.09, 2.46, 1.42], [-0.52, -0.31, 0.68], [-1.47, -2.64, -2.85], [-0.02, 0.69, -0.67], [-0.38, 0.99, -2.92], [0.22, -0.42, 0.05], [-0.03, 0.63, -0.67], [0.41, 0.02, 1.10], [0.34, 2.44, -2.38], [-0.93, -1.65, -1.82], [-1.33, 0.61, 0.43], [-0.04, -0.37, 1.86], [2.14, 0.38, 0.69]],
  "lowdin_spin": [0.081, 0.216, 0.420, 0.008, 0.036, 0.244, 0.264, 0.006, 0.006, 0.645, 0.002, 0.028, 0.022, 0.003, 0.017]
}